C52H46AsF10IN3O2S3Y | ωB97M-V/def2-TZVPD

```
! RIJCOSX wB97M-V def2-TZVPD def2/J DEFGRID3
* xyz -2 1
Y -0.3348 -1.0413 -1.7632
C 2.0454 -3.2334 -0.3485
N 0.5809 -3.1905 -0.6251
C 0.2853 -4.3250 -1.5290
C 0.3819 -3.9725 -2.9937
N -0.4104 -2.7699 -3.2978
C -1.0678 -2.8943 -4.4767
C -1.7978 -4.0516 -4.8858
F -1.8946 -5.0617 -4.0106
C -2.7742 -4.0164 -5.9241
F -3.6137 -5.0652 -6.0621
C -2.8224 -2.9052 -6.7245
F -3.6365 -2.9313 -7.8054
C -2.0052 -1.8240 -6.4561
F -2.0298 -0.7935 -7.3109
C -1.1936 -1.7849 -5.3287
F -0.4377 -0.6813 -5.1042
C -0.0782 -3.3813 0.6708
C -1.5795 -3.2817 0.5027
N -1.8241 -2.0116 -0.1396
C -3.0508 -1.4355 0.0555
C -3.3136 -0.2564 0.8003
F -2.2826 0.2898 1.5097
C -4.5174 0.4066 0.8724
F -4.5566 1.6356 1.4722
C -5.5809 -0.0693 0.1853
F -6.7065 0.6518 0.1497
C -5.4165 -1.3042 -0.5018
F -6.4732 -1.7069 -1.3088
C -4.1939 -1.9289 -0.5617
F -4.0149 -3.0455 -1.2477
H 2.2707 -4.1255 0.2245
H 2.2854 -2.4604 0.4197
H 2.6580 -3.1651 -1.2504
H -0.7705 -4.5440 -1.3811
H 0.9265 -5.1737 -1.2764
H -0.0312 -4.8245 -3.5470
H 1.4259 -3.8214 -3.3978
H 0.2956 -2.5891 1.3468
H 0.1928 -4.3438 1.1203
H -2.0083 -3.1878 1.5309
H -1.9529 -4.1790 -0.0119
O 3.2220 -1.5505 6.1200
S 1.7542 -1.8045 6.0161
C 1.2065 -0.6248 4.7061
C 1.6914 0.7530 4.8819
C 1.8935 1.4870 3.5712
C 2.9442 0.9117 2.6677
S 4.5992 1.0246 3.4676
O 5.0508 2.4617 3.5569
C 5.5025 0.4133 2.0494
C 6.4888 1.2639 1.5838
C 7.4994 0.7611 0.7882
C 7.4270 -0.5501 0.3098
C 6.3073 -1.3308 0.6080
C 5.3560 -0.8392 1.5042
C 1.0619 -0.9381 7.4621
C 1.8267 0.0690 8.1362
C 1.2609 0.7562 9.2361
C 0.0143 0.3208 9.6805
C -0.6836 -0.6941 9.0932
C -0.1590 -1.3529 7.9693
H 0.1331 -0.7069 4.6751
H 1.4878 -1.1323 3.7653
H 2.6791 0.7534 5.4557
H 0.9876 1.3055 5.4993
H 2.1849 2.5369 3.8284
H 0.9273 1.5866 3.0248
H 2.8390 1.4322 1.7016
H 2.8261 -0.1424 2.5251
H 6.4619 2.2939 2.0045
H 8.3586 1.3470 0.4659
H 8.2420 -0.9700 -0.3221
H 6.1648 -2.2739 0.0877
H 4.4329 -1.4423 1.6604
H 2.8147 0.2656 7.7864
H 1.8493 1.5315 9.7156
H -0.4211 0.7901 10.5621
H -1.5997 -1.1474 9.4407
H -0.6283 -2.2493 7.5572
S -2.8851 -0.4729 -2.9705
C -3.6148 1.0970 -2.8259
C -4.8825 1.2312 -3.3776
C -5.6361 2.3775 -3.1472
C -5.0762 3.4334 -2.3886
C -3.7177 3.3723 -1.9733
C -3.0272 2.1762 -2.2043
As -1.1541 1.9491 -2.1114
C -0.7475 2.5836 -4.0455
C -1.7302 2.5512 -5.0200
C -1.4098 2.7372 -6.3721
C -0.0982 2.8695 -6.7566
C 0.9453 2.7454 -5.7873
C 0.6126 2.5890 -4.4385
C -0.4906 3.3441 -0.9805
C 0.9204 3.4842 -1.0078
C 1.5617 4.3575 -0.1659
C 0.8453 5.2311 0.6473
C -0.5215 5.0228 0.8283
C -1.1649 4.1105 0.0442
H -5.1743 0.3789 -3.9873
H -6.6067 2.4831 -3.5374
H -5.7041 4.1811 -1.9576
H -3.2038 4.2398 -1.5781
H -2.7188 2.3683 -4.6551
H -2.1820 2.8134 -7.1403
H 0.1707 3.0524 -7.7766
H 1.9946 2.7717 -6.1393
H 1.3414 2.4568 -3.6340
H 1.4424 2.7701 -1.6219
H 2.6508 4.4117 -0.2022
H 1.3652 5.9658 1.2399
H -0.9998 5.6063 1.6135
H -2.2398 3.9579 0.2844
I 2.5355 -0.1502 -2.9203
C 0.7670 -0.0872 0.1971
H 0.5621 -0.6908 1.0867
H 0.4504 0.9191 0.4380
H 1.8379 -0.1600 -0.0889
*
```

Properties
Energy (eV): -192898.1404
Energy above the lowest of the compared OMol25 structures with the same formula, charge and spin (kcal/mol): 15.9
Gap between HOMO and LUMO (eV): 5.50

=====

C52H46BrFMnN9O7PS | ωB97M-V/def2-TZVPD

```
! RIJCOSX wB97M-V def2-TZVPD def2/J DEFGRID3
* xyz -2 6
Mn 7.4529 -22.4108 11.5421
F 5.5979 -23.1060 11.4561
C 7.9627 -19.1937 14.2322
N 7.6914 -18.3309 15.4055
C 7.4491 -16.9607 14.8854
N 6.3062 -16.9059 13.9418
C 6.6025 -17.7998 12.8186
N 6.8732 -19.2008 13.2563
C 5.6595 -19.6681 13.9346
N 5.2864 -18.8296 15.0979
C 6.4487 -18.8239 16.0278
C 5.1136 -17.4292 14.6339
H 8.0806 -20.2412 14.5548
H 8.8932 -18.8285 13.7594
H 8.3299 -16.5918 14.3514
H 7.2279 -16.2940 15.7220
H 7.4985 -17.3941 12.3352
H 5.7666 -17.8544 12.1191
H 5.8660 -20.6882 14.2830
H 4.8648 -19.6627 13.2020
H 6.5966 -19.8486 16.3980
H 6.1877 -18.1793 16.8639
H 4.8927 -16.8135 15.5163
H 4.2368 -17.3836 13.9748
N 14.7593 -17.5934 5.5495
C 14.1427 -18.1246 6.3923
C 13.4278 -18.8342 7.3947
C 14.0555 -19.0956 8.6242
C 13.3690 -19.8204 9.5764
C 12.0230 -20.2655 9.3349
C 11.3896 -19.8911 8.1318
C 12.1087 -19.1954 7.1749
N 11.3184 -21.0054 10.3380
C 11.3855 -20.8129 11.7007
C 10.3082 -21.4464 12.2679
N 9.5669 -22.0129 11.3183
C 10.1088 -21.7595 10.0175
H 15.0589 -18.7432 8.8397
H 13.8560 -20.0286 10.5100
H 10.3638 -20.1156 7.9004
H 11.6545 -18.9702 6.2109
H 12.1849 -20.2209 12.1569
H 10.0722 -21.5246 13.3362
H 9.3931 -21.2324 9.3449
C 4.2122 -25.1533 17.8471
C 4.3957 -26.0626 16.8388
C 4.4203 -25.6670 15.4929
C 4.2941 -24.3093 15.1766
C 4.1400 -23.3724 16.2132
C 4.0660 -23.8032 17.5348
P 4.5101 -23.6693 13.4984
C 2.9929 -22.6369 13.3053
C 1.8479 -22.7168 14.1284
C 0.7237 -21.9450 13.7945
C 0.7285 -21.0793 12.7134
C 1.8655 -20.9611 11.9559
C 2.9976 -21.7238 12.2454
C 4.1121 -25.1226 12.4878
C 2.7963 -25.5791 12.3121
C 2.5359 -26.5965 11.3983
C 3.5904 -27.1890 10.6880
C 4.9130 -26.8307 10.9591
C 5.1593 -25.8242 11.8762
H 4.2233 -25.5061 18.8832
H 4.4780 -27.1229 17.1061
H 4.5298 -26.3804 14.6808
H 4.0316 -22.3255 15.9667
H 3.9542 -23.0719 18.3402
H 1.7852 -23.4604 14.9094
H -0.1915 -22.0355 14.3904
H -0.1848 -20.5244 12.5257
H 1.9208 -20.2745 11.1143
H 3.8723 -21.6814 11.6104
H 1.9693 -25.1265 12.8467
H 1.5171 -26.9263 11.1835
H 3.3413 -27.9348 9.9307
H 5.7545 -27.3507 10.4860
H 6.1781 -25.5191 12.0749
O 8.9125 -25.2058 12.1245
C 8.7236 -24.6928 13.2529
C 9.1212 -25.3487 14.6251
C 8.5873 -24.3305 15.6266
C 7.8729 -23.2569 14.7425
O 7.2015 -22.3390 15.2685
N 8.0506 -23.4771 13.3953
H 10.2139 -25.4430 14.6735
H 8.6696 -26.3499 14.7053
H 9.3561 -23.8276 16.2299
H 7.8454 -24.7386 16.3319
O 12.6885 -23.6415 9.9437
S 11.8728 -23.6375 8.7513
O 12.2494 -23.0606 7.4916
N 10.2764 -22.9803 9.2054
C 9.2226 -23.8936 9.1847
O 8.0700 -23.6640 9.5313
C 9.7477 -25.2170 8.6566
C 9.0535 -26.4413 8.5193
C 9.7635 -27.6099 8.1947
C 11.1204 -27.5904 8.0297
C 11.7971 -26.3821 8.1298
C 11.0878 -25.2110 8.4595
H 7.9949 -26.4268 8.6874
H 9.1549 -28.4999 8.1161
H 11.6833 -28.5058 7.7785
H 12.8605 -26.2656 7.9724
Br 4.0070 -18.1707 8.4868
C 5.9091 -17.9116 8.6515
C 6.3919 -16.8368 7.8988
C 7.7506 -16.5785 7.8024
C 8.6260 -17.3333 8.5776
C 8.1480 -18.3626 9.3809
C 6.7805 -18.7605 9.3487
C 6.3996 -20.0259 10.0636
O 5.2410 -20.2037 10.5441
O 7.3524 -20.9165 10.1407
H 5.6743 -16.1906 7.3956
H 8.0730 -15.7363 7.1761
H 9.6782 -17.0922 8.5499
H 8.8529 -18.8061 10.0792
*
```

Properties
Energy (eV): -206622.0517
⟨S²⟩: 8.753
Energy above the lowest of the compared OMol25 structures with the same formula, charge and spin (kcal/mol): 0.0
Gap between HOMO and LUMO (alpha / beta) (eV): 4.98 / 5.12

=====

C52H47F6IrN6O2P2SSb | ωB97M-V/def2-TZVPD

```
! RIJCOSX wB97M-V def2-TZVPD def2/J DEFGRID3
* xyz 3 5
Ir -0.3997 0.4090 0.0805
O 4.1815 -2.0070 -0.7219
C 4.5762 -0.7310 -0.9372
C 5.9419 -0.4727 -1.0247
C 6.3981 0.8172 -1.2123
C 5.5012 1.8819 -1.2962
C 4.1495 1.6429 -1.1771
C 3.6654 0.3425 -1.0062
C 2.2339 0.1293 -0.8033
O 1.5163 1.1145 -0.3688
N 1.7600 -1.0984 -1.0149
N 0.4620 -1.2189 -0.6810
C -0.1359 -2.3209 -0.4040
C -1.4634 -2.1722 0.1796
C -2.1472 -3.2106 0.7151
C -3.4133 -2.9745 1.4659
C -4.0071 -1.6470 1.1445
C -3.2352 -0.6678 0.6204
N -1.9430 -0.8587 0.2435
H 3.2222 -2.0812 -0.9229
H 6.6251 -1.3106 -0.9730
H 7.4615 0.9980 -1.2928
H 5.8674 2.8877 -1.4485
H 3.4402 2.4598 -1.2233
H 0.3379 -3.2885 -0.5086
H -1.7286 -4.2087 0.7043
H -4.1220 -3.7953 1.3553
H -5.0306 -1.4508 1.4317
H -3.6238 0.3320 0.4803
C -2.1671 3.0443 -1.2998
N -1.6481 4.1054 -0.4521
C -0.5981 3.8081 0.4926
P -0.8668 2.2451 1.5033
C 0.3986 2.5031 2.7645
C 0.0612 2.6556 4.1078
C 1.0582 2.8560 5.0486
C 2.3863 2.9130 4.6555
C 2.7287 2.7511 3.3178
C 1.7409 2.5441 2.3724
C -2.4389 2.3454 2.3702
C -2.7819 1.2034 3.0983
C -3.9244 1.2000 3.8800
C -4.7260 2.3342 3.9374
C -4.3853 3.4690 3.2156
C -3.2407 3.4821 2.4304
C -2.2522 5.3323 -0.4704
C -3.5910 5.4706 -0.9122
C -4.1836 6.7080 -0.9292
C -3.4682 7.8411 -0.5252
C -2.1420 7.7180 -0.1000
C -1.5334 6.4885 -0.0688
P -1.0360 1.6461 -1.7996
C 0.3208 2.3731 -2.7501
C 0.6114 3.7329 -2.8028
C 1.6630 4.1817 -3.5911
C 2.4235 3.2808 -4.3205
C 2.1293 1.9232 -4.2760
C 1.0827 1.4692 -3.4941
C -2.0688 0.9069 -3.0856
C -2.3297 1.6653 -4.2321
C -3.1195 1.1390 -5.2378
C -3.6349 -0.1466 -5.1163
C -3.3583 -0.9082 -3.9914
C -2.5776 -0.3831 -2.9719
H -2.5570 3.4791 -2.2187
H -3.0002 2.5339 -0.7962
H -0.4658 4.6344 1.1844
H 0.3526 3.6072 -0.0168
H -0.9699 2.6053 4.4270
H 0.7964 2.9599 6.0925
H 3.1587 3.0833 5.3942
H 3.7670 2.7931 3.0141
H 2.0109 2.3963 1.3346
H -2.1241 0.3410 3.0811
H -4.1732 0.3206 4.4599
H -5.6108 2.3396 4.5595
H -5.0028 4.3554 3.2735
H -2.9629 4.3849 1.9009
H -4.1700 4.5997 -1.1876
H -5.2137 6.8029 -1.2442
H -3.9381 8.8151 -0.5509
H -1.5831 8.5976 0.1885
H -0.4876 6.4212 0.1981
H 0.0109 4.4548 -2.2623
H 1.8819 5.2401 -3.6440
H 3.2372 3.6399 -4.9362
H 2.7099 1.2205 -4.8588
H 0.8368 0.4121 -3.4727
H -1.8942 2.6512 -4.3484
H -3.3255 1.7268 -6.1222
H -4.2468 -0.5569 -5.9083
H -3.7498 -1.9134 -3.9121
H -2.3559 -0.9785 -2.0954
F 0.2682 -0.4306 1.8089
Sb 0.1070 -2.2953 3.9086
F 0.1247 -0.4218 4.4311
F 1.9917 -2.2691 4.4704
F -0.2961 -2.6352 5.7389
F -3.0872 -2.9639 2.8454
F 1.9019 -2.9578 1.7935
N 5.3320 -2.2744 2.3575
C 4.3327 -1.6312 2.9358
S 2.9217 -1.2222 2.0327
N 4.3684 -1.2238 4.1985
C 5.4845 -1.0895 5.0539
C 5.2583 -1.1645 6.4282
C 6.3010 -0.9454 7.3074
C 7.5712 -0.6490 6.8279
C 7.7930 -0.5647 5.4591
C 6.7596 -0.7847 4.5675
H 5.2530 -2.5500 1.3880
H 6.0839 -2.6596 2.9134
H 3.4518 -1.1349 4.6354
H 4.2688 -1.4164 6.7929
H 6.1327 -1.0090 8.3734
H 8.3839 -0.4727 7.5185
H 8.7744 -0.3120 5.0817
H 6.9279 -0.6654 3.5057
*
```

Properties
Energy (eV): -122794.5349
⟨S²⟩: 6.094
Gap between HOMO and LUMO (alpha / beta) (eV): 7.30 / 4.65

=====

energy of number 1 (C52H46AsF10IN3O2S3Y)?
-192898.1404 eV

=====

Which formula does entry 2 have?
C52H46BrFMnN9O7PS